{
  "formula": "C5H11LiO4",
  "method": "the ωB97M-V functional and the def2-TZVPD basis",
  "species": ["O", "C", "O", "O", "C", "H", "H", "H", "C", "H", "H", "C", "H", "H", "H", "Li", "O", "C", "H", "H", "H"],
  "coordinates": [[-0.58, 1.05, 0.36], [0.60, 1.15, -0.21], [0.91, 0.68, -1.30], [1.29, 2.07, 0.42], [2.70, 1.88, 0.54], [2.92, 2.00, 1.61], [2.98, 0.87, 0.22], [3.24, 2.62, -0.06], [-1.71, 0.68, -0.45], [-1.79, 1.40, -1.28], [-1.53, -0.31, -0.88], [-2.94, 0.69, 0.42], [-2.94, -0.17, 1.10], [-2.99, 1.61, 1.02], [-3.83, 0.63, -0.22], [0.61, -1.08, -1.99], [0.89, -2.47, -1.00], [0.60, -3.17, 0.15], [1.24, -4.07, 0.26], [0.78, -2.54, 1.05], [-0.45, -3.52, 0.24]],
  "lowdin_charge": [0.058, -0.594, 0.032, 0.022, -0.016, 0.099, 0.106, 0.101, -0.205, 0.137, 0.119, -0.058, 0.088, 0.088, 0.086, 0.694, -0.520, -0.389, 0.054, 0.048, 0.050],
  "multiplicity": 1,
  "e_above_lowest_kcal_mol": 4.9,
  "energy_ha": -505.61848
}

{
  "formula": "C7H11NO4S",
  "method": "the ωB97M-V functional and the def2-TZVPD basis",
  "species": ["C", "C", "C", "C", "C", "C", "C", "N", "O", "O", "O", "O", "S", "H", "H", "H", "H", "H", "H", "H", "H", "H", "H", "H"],
  "coordinates": [[3.17, -0.66, 0.03], [2.37, 0.35, 0.26], [1.15, 0.54, -0.57], [2.70, 1.52, 1.16], [-3.27, -0.95, -0.54], [-0.67, -0.45, -1.65], [-2.06, -0.25, -0.02], [-1.16, -0.85, 0.86], [-1.37, -2.04, 1.12], [0.68, 1.66, -0.69], [-0.24, -0.20, 1.25], [0.57, -0.60, -1.15], [-2.42, 1.47, 0.29], [3.98, -0.74, 0.66], [2.98, -1.47, -0.61], [2.57, 2.49, 0.63], [1.90, 1.68, 2.08], [3.68, 1.43, 1.58], [-3.91, -0.89, 0.32], [-3.70, -0.54, -1.41], [-3.10, -2.04, -0.81], [-1.06, 0.27, -2.25], [-0.96, -1.46, -1.98], [-1.82, 1.71, 1.41]],
  "lowdin_charge": [0.110, -0.277, -0.406, -0.041, -0.118, 0.005, -0.635, -0.442, 0.074, 0.086, 0.045, -0.001, 0.869, 0.051, 0.071, 0.085, 0.144, 0.057, 0.078, 0.065, 0.113, 0.079, 0.125, -0.138],
  "multiplicity": 1,
  "e_above_lowest_kcal_mol": 144.5,
  "energy_ha": -1027.01500
}

Number 1: maximum force 2.09 eV/A, gap between HOMO and LUMO 7.462 eV. Number 2: maximum force 5.14 eV/A, gap between HOMO and LUMO 8.517 eV.